(1)
Formula: C5H15N2
Source: the Open Molecules 2025 dataset
Level of theory: ωB97M-V/def2-TZVPD

The geometry in XYZ format:
```
22
Properties=species:S:1:pos:R:3:forces:R:3
N 1.697 1.515 -1.365 -1.33 1.92 -0.76
C 1.415 0.195 -1.895 0.18 0.37 1.64
C 1.258 -0.817 -0.711 0.92 1.13 -0.56
N 0.486 0.051 0.357 -1.69 -2.12 1.21
C -2.016 0.650 0.382 -1.20 -1.94 0.45
C -1.016 -0.507 0.739 2.06 0.23 -0.24
C -1.052 -1.028 2.223 -2.42 -0.29 -1.84
H 2.637 1.824 -1.414 1.08 -0.04 0.11
H 0.342 1.049 -0.007 1.16 -1.57 0.47
H 1.160 2.255 -1.881 0.76 -1.08 0.61
H 0.460 0.371 -2.363 -0.26 -0.97 -0.67
H 2.199 -0.176 -2.518 0.15 -0.27 -0.94
H 0.913 -1.774 -1.214 -1.06 1.09 1.51
H 2.235 -1.155 -0.290 -0.65 0.86 -0.07
H 0.949 0.060 1.308 -0.10 0.26 -1.73
H -2.917 -0.051 0.436 0.29 1.68 0.01
H -2.114 1.498 1.193 0.38 -1.70 -1.84
H -1.999 0.961 -0.721 0.33 -0.10 1.79
H -1.028 -1.442 0.112 -0.74 1.32 0.18
H -0.832 -0.245 2.924 0.74 0.04 0.53
H -0.609 -2.047 2.324 0.15 1.18 0.21
H -2.169 -1.187 2.381 1.24 -0.01 -0.07
```
Forces are in eV/Å.

The SMILES is CC(C)[NH2+]CCN. The calculation puts the max |F| at 3.05 eV Å⁻¹. As for the lowest unoccupied orbital energy: -2.7252 eV. The HOMO energy is -13.95 eV. Its charge is +1.

---

(2)
Formula: C5H8BNO2
Source: the Open Molecules 2025 dataset
Level of theory: ωB97M-V/def2-TZVPD

The geometry in XYZ format:
```
17
Properties=species:S:1:pos:R:3:forces:R:3
B 0.274 -0.472 -1.655 -0.98 0.44 1.03
C 0.513 -1.101 1.039 -0.62 0.46 -2.05
C 0.918 -0.170 1.858 -1.50 1.84 0.40
C -0.402 1.498 0.942 1.05 -2.68 2.20
C -1.375 0.520 0.302 2.93 -2.23 -1.29
C -0.421 -0.788 -0.126 1.38 3.59 -0.15
N 0.564 1.196 1.794 -2.01 0.87 -3.35
O 1.623 -0.544 -1.958 0.83 1.27 2.96
O -0.565 0.083 -2.620 0.37 -0.82 1.16
H 0.882 -2.078 1.130 0.44 -1.29 0.14
H 1.447 -0.284 2.727 1.69 -1.13 1.83
H -0.572 2.489 0.743 -0.28 2.57 -0.16
H -2.122 0.133 0.975 -0.30 0.18 0.47
H -1.816 0.832 -0.648 -0.07 0.47 0.49
H -1.064 -1.578 -0.133 -1.91 -2.26 -0.67
H 2.121 -0.233 -1.095 -1.16 -1.35 -2.42
H -0.006 0.496 -3.275 0.15 0.07 -0.59
```
Forces are in eV/Å.

The SMILES is OB(O)[C@H]1C=CN=CC1. The calculation puts the max |F| at 4.00 eV Å⁻¹. As for the lowest unoccupied orbital energy: 0.3965 eV. The HOMO energy is -8.78 eV.

---

(3)
Formula: C3H10O3
Source: the Open Molecules 2025 dataset
Level of theory: ωB97M-V/def2-TZVPD

The geometry in XYZ format:
```
16
Properties=species:S:1:pos:R:3:forces:R:3
O 2.065 0.163 1.368 0.85 -0.49 0.58
C 2.015 -1.006 1.076 -1.18 1.02 -2.28
C 0.737 -1.570 0.455 0.14 1.01 0.21
C -0.288 -0.745 -0.415 0.89 -1.06 0.61
H 2.833 -1.766 1.109 0.07 0.57 0.65
H 1.011 -2.466 -0.073 -0.28 -0.83 0.41
H 0.240 -1.639 1.416 -0.48 -1.47 0.23
H -0.551 -1.421 -1.258 -0.10 0.78 0.48
H -1.163 -0.567 0.234 0.28 0.26 -0.76
H 0.170 0.170 -0.771 -0.23 0.23 -0.09
H -1.401 3.983 -4.119 0.08 -0.46 -0.02
H -1.485 2.439 -4.448 0.08 0.54 0.15
O -1.882 3.307 -4.611 -0.15 -0.07 -0.13
H -0.241 0.961 3.159 -0.13 -0.33 -0.18
H -1.233 -0.273 3.167 0.49 0.75 0.22
O -0.827 0.429 3.711 -0.32 -0.44 -0.08
```
Forces are in eV/Å.

The SMILES is CCC=O.O.O. The calculation puts the max |F| at 2.76 eV Å⁻¹. As for the lowest unoccupied orbital energy: 0.4626 eV. The HOMO energy is -10.02 eV.

---

(4)
Formula: C2HO2S2
Source: the Open Molecules 2025 dataset
Level of theory: ωB97M-V/def2-TZVPD

The geometry in XYZ format:
```
7
Properties=species:S:1:pos:R:3:forces:R:3
C -0.681 -1.605 0.044 -0.26 -1.13 -1.63
C 0.492 -0.506 0.052 -1.58 1.52 -0.04
O -1.352 -1.609 1.085 0.35 0.53 0.26
O -0.819 -2.337 -0.982 0.71 1.40 1.19
S 1.957 -0.900 0.959 0.43 0.05 0.33
S 1.900 -0.401 -1.053 0.25 -0.48 -0.37
H 0.166 0.588 0.186 0.08 -1.88 0.26
```
Forces are in eV/Å.

The SMILES is O=C([O-])C1SS1. The calculation puts the max |F| at 2.19 eV Å⁻¹. As for the lowest unoccupied orbital energy: 3.2621 eV. The HOMO energy is -4.36 eV. Its charge is -1.

---

(5)
Formula: C32H66As3PY
Source: the Open Molecules 2025 dataset
Level of theory: ωB97M-V/def2-TZVPD

The geometry in XYZ format:
```
103
Properties=species:S:1:pos:R:3:forces:R:3
Y 0.533 -0.835 0.924 -0.02 0.59 -0.26
C 4.537 -0.806 2.824 0.25 -0.10 0.05
C 3.740 0.102 3.743 -0.01 0.10 0.13
C 4.003 1.576 3.455 0.02 -0.04 -0.01
C 2.270 -0.268 3.727 0.04 -0.02 0.03
C 1.255 0.680 3.595 -0.03 -0.01 0.04
C -0.067 0.354 3.899 -0.04 -0.03 0.02
C -0.418 -0.931 4.310 -0.02 -0.01 -0.03
C -1.760 -1.231 4.914 0.00 0.01 0.05
C 0.570 -1.917 4.261 -0.03 -0.02 -0.01
C 1.889 -1.589 3.990 0.03 -0.02 -0.09
H 5.582 -0.497 2.769 -0.02 -0.02 0.01
H 4.111 -0.756 1.832 -0.05 -0.03 -0.42
H 4.512 -1.848 3.143 0.03 0.04 -0.01
H 4.081 -0.096 4.765 -0.06 0.05 0.05
H 3.687 1.853 2.447 -0.01 0.00 -0.05
H 5.069 1.787 3.540 0.00 -0.01 -0.02
H 3.484 2.227 4.159 0.02 -0.01 0.02
H 1.498 1.704 3.345 -0.03 0.02 0.04
H -0.819 1.134 3.888 0.01 0.01 0.00
H -1.699 -1.103 5.997 0.01 0.01 0.00
H -2.072 -2.256 4.723 0.00 0.01 0.03
H -2.534 -0.559 4.548 0.01 -0.02 0.02
H 0.317 -2.936 4.526 0.00 -0.01 -0.01
H 2.646 -2.361 4.066 -0.03 0.00 0.00
C 0.880 2.386 -2.264 -0.02 0.03 0.00
As -0.181 1.631 -0.801 0.07 0.00 0.07
C -0.414 3.323 0.158 -0.01 -0.02 0.01
C -1.808 1.450 -1.899 0.02 -0.01 0.01
C -3.220 1.326 -1.311 -0.01 0.02 0.01
C -4.168 1.029 -2.482 0.01 0.00 -0.01
C -3.338 0.133 -0.348 -0.03 0.08 0.00
As -2.416 0.241 1.378 0.09 -0.47 -0.19
C -3.705 1.203 2.492 0.10 0.14 0.00
C -2.864 -1.570 1.985 -0.11 0.03 0.11
C -3.645 2.607 -0.578 0.00 0.00 0.01
As -3.966 4.406 -1.374 -0.01 0.00 0.00
C -5.709 4.100 -2.219 0.00 -0.01 0.00
C -2.912 4.499 -3.032 0.00 0.00 0.00
H 0.392 3.298 -2.608 0.00 0.00 0.00
H 0.936 1.682 -3.093 -0.03 0.05 0.03
H 1.886 2.632 -1.929 -0.02 0.00 0.00
H -0.962 4.045 -0.447 0.00 0.01 0.01
H 0.578 3.723 0.371 0.01 -0.01 -0.01
H -0.936 3.171 1.102 0.00 0.00 0.00
H -1.596 0.569 -2.514 -0.01 -0.03 0.03
H -1.781 2.316 -2.558 0.00 -0.02 -0.04
H -3.951 0.047 -2.907 0.00 0.01 0.00
H -4.064 1.768 -3.276 0.00 0.00 0.01
H -5.207 1.033 -2.146 0.00 0.00 0.00
H -2.891 -0.756 -0.801 0.00 -0.05 -0.04
H -4.393 -0.074 -0.148 0.01 0.01 0.02
H -4.694 0.781 2.317 0.00 0.01 0.00
H -3.717 2.264 2.258 -0.01 0.01 0.02
H -3.449 1.083 3.543 0.00 -0.01 0.00
H -3.738 -1.544 2.637 0.01 -0.01 -0.03
H -2.043 -2.040 2.523 0.00 0.01 -0.09
H -3.074 -2.171 1.116 -0.06 -0.18 -0.26
H -2.934 2.806 0.226 -0.02 0.00 -0.01
H -4.604 2.417 -0.081 0.00 0.00 0.00
H -6.412 3.736 -1.471 0.00 0.00 0.00
H -5.663 3.394 -3.045 0.00 0.00 0.00
H -6.076 5.057 -2.589 0.00 0.00 0.00
H -1.848 4.593 -2.815 0.00 0.00 0.00
H -3.226 5.418 -3.528 0.01 0.00 0.00
H -3.079 3.667 -3.714 0.00 0.00 0.00
C -1.143 -2.943 -2.670 0.01 0.01 -0.06
C -0.744 -3.392 -1.255 -0.11 -0.12 0.02
C 0.405 -4.403 -1.389 -0.01 0.01 -0.13
C -1.934 -4.134 -0.648 0.00 0.05 0.06
C -0.278 -2.211 -0.408 0.09 -0.35 -0.04
H -1.957 -2.216 -2.636 -0.03 0.04 0.03
H -0.301 -2.484 -3.192 -0.24 -0.12 0.04
H -1.481 -3.795 -3.267 -0.01 0.00 0.01
H 0.698 -4.782 -0.408 0.01 0.00 0.01
H 1.281 -3.937 -1.846 -0.32 -0.14 0.03
H 0.112 -5.252 -2.014 -0.03 -0.01 0.01
H -2.848 -3.546 -0.722 -0.10 0.14 0.10
H -1.754 -4.386 0.400 -0.01 0.02 0.01
H -2.117 -5.062 -1.195 0.01 -0.01 0.03
H 0.568 -1.785 -1.040 0.05 0.26 0.38
C 5.501 1.030 -1.449 0.00 0.01 0.00
C 4.239 0.968 -0.591 0.02 -0.06 -0.09
P 3.127 -0.481 -0.858 0.01 -0.15 -0.02
C 2.867 -0.314 -2.684 -0.08 0.04 -0.03
C 1.613 -0.946 -3.277 0.14 0.06 0.00
C 4.262 -1.938 -0.829 -0.05 0.06 -0.09
C 3.529 -3.259 -1.051 0.10 0.08 0.05
H 6.053 1.946 -1.239 0.00 0.00 0.00
H 5.274 1.022 -2.515 0.00 0.00 0.01
H 6.167 0.193 -1.240 0.00 0.00 0.00
H 3.618 1.852 -0.765 0.00 -0.02 0.02
H 4.510 0.997 0.460 0.03 -0.02 0.20
H 3.757 -0.727 -3.164 -0.01 0.01 0.00
H 2.877 0.758 -2.893 0.02 -0.06 0.00
H 1.604 -2.028 -3.153 0.08 0.08 0.00
H 1.559 -0.735 -4.346 0.00 -0.01 -0.02
H 0.706 -0.564 -2.807 0.03 -0.02 -0.02
H 4.795 -1.957 0.117 0.07 0.03 0.23
H 5.015 -1.792 -1.607 0.00 0.03 0.01
H 2.754 -3.426 -0.301 0.08 0.04 -0.02
H 4.229 -4.094 -1.015 0.01 0.00 0.01
H 3.040 -3.283 -2.025 0.17 0.04 0.04
```
Forces are in eV/Å.

The calculation puts the max |F| at 0.64 eV Å⁻¹. As for the lowest unoccupied orbital energy: -2.2023 eV. The HOMO energy is -8.71 eV. Its charge is +1.

---

(6)
Formula: C31H55BrHfNO3P3
Source: the Open Molecules 2025 dataset
Level of theory: ωB97M-V/def2-TZVPD

The geometry in XYZ format:
```
95
Properties=species:S:1:pos:R:3:forces:R:3
N -5.269 -0.897 2.468 0.15 -0.02 0.23
C -4.327 -0.209 3.114 -0.08 0.34 -0.26
C -3.335 0.510 2.443 0.04 -0.29 0.17
C -3.290 0.457 1.039 0.72 -0.52 0.00
C -4.337 -0.198 0.367 -0.11 -0.39 0.30
C -5.299 -0.867 1.139 0.23 0.40 -0.63
C -2.136 1.065 0.324 -1.75 -0.55 -1.94
Hf -0.129 -0.122 -0.109 -0.38 0.03 -0.98
P 1.857 0.570 -1.579 2.30 1.32 -2.22
C -2.005 0.875 -1.113 -2.24 3.87 1.03
C -1.651 2.012 -1.990 0.28 -2.31 0.79
C -1.899 1.896 -3.380 0.51 0.09 -0.86
C -1.278 2.765 -4.265 -0.61 -0.59 0.30
C -0.354 3.689 -3.743 0.78 0.58 -1.13
C -0.331 4.001 -2.383 -0.53 -0.39 1.28
C -1.006 3.156 -1.494 1.08 1.21 -0.39
Br 0.981 4.427 -4.894 -1.23 -0.26 0.68
H -1.814 2.005 0.789 0.51 -0.22 -0.21
H -2.617 0.112 -1.611 0.40 -0.30 0.33
H -2.571 1.038 3.007 -0.18 -0.07 -0.12
H -4.420 -0.203 -0.718 -0.09 0.03 0.25
H -4.352 -0.228 4.206 -0.09 -0.01 -0.30
H -6.122 -1.388 0.642 0.18 0.13 0.23
H -2.562 1.096 -3.723 0.31 0.30 -0.11
H -0.990 3.363 -0.422 0.08 0.10 -0.43
H -1.444 2.690 -5.336 0.08 -0.01 0.14
H 0.222 4.864 -2.019 -0.05 -0.16 -0.11
P -0.633 -2.497 -0.890 -0.77 -3.40 -0.98
C 2.499 2.234 -1.091 -0.35 0.05 1.14
C 3.322 3.049 -2.088 0.24 0.11 -0.32
H 3.067 2.065 -0.162 -0.08 0.07 -0.19
H 1.617 2.828 -0.796 0.25 -0.16 0.01
H 3.731 3.921 -1.557 -0.13 -0.27 -0.09
H 4.171 2.489 -2.498 -0.28 0.24 0.14
H 2.714 3.441 -2.917 0.18 -0.25 0.26
C 1.419 0.808 -3.356 -1.13 -0.11 -0.01
C 2.499 0.801 -4.439 0.42 0.00 -0.01
H 0.882 1.764 -3.385 0.16 -0.30 0.11
H 0.663 0.042 -3.589 0.19 0.16 -0.09
H 2.017 1.022 -5.401 0.05 -0.13 0.25
H 3.257 1.576 -4.283 -0.19 -0.28 -0.03
H 2.995 -0.171 -4.535 -0.09 0.20 0.02
C 3.285 -0.593 -1.640 -0.45 -0.83 0.73
C 4.689 -0.031 -1.843 0.35 0.27 -0.14
H 3.049 -1.320 -2.432 -0.06 0.16 0.21
H 3.240 -1.147 -0.689 0.24 -0.02 -0.21
H 5.401 -0.860 -1.747 -0.19 0.15 0.02
H 4.832 0.392 -2.844 -0.10 -0.09 0.28
H 4.960 0.720 -1.094 -0.07 -0.16 -0.13
C 0.319 -3.896 -0.165 0.46 0.18 0.72
C 1.832 -3.783 -0.315 0.37 -0.03 -0.03
H -0.051 -4.809 -0.659 -0.14 0.39 0.03
H 0.044 -3.966 0.897 0.07 -0.09 -0.27
H 2.293 -4.758 -0.101 -0.09 0.33 -0.08
H 2.139 -3.487 -1.327 -0.07 -0.20 0.18
H 2.265 -3.062 0.392 -0.10 -0.11 -0.04
C -0.457 -2.894 -2.687 0.57 0.80 -0.56
C -1.338 -2.072 -3.627 -0.24 0.13 -0.25
H -0.690 -3.967 -2.793 0.13 0.31 0.33
H 0.603 -2.755 -2.944 -0.23 -0.16 -0.06
H -1.185 -2.412 -4.666 -0.10 0.12 0.42
H -2.411 -2.178 -3.401 0.33 -0.05 -0.11
H -1.094 -0.997 -3.601 -0.04 -0.28 0.01
C -2.349 -3.124 -0.658 -0.66 0.60 0.33
C -2.757 -3.358 0.792 -0.14 -0.12 0.33
H -2.417 -4.066 -1.227 0.24 0.35 0.02
H -3.027 -2.400 -1.136 0.06 -0.25 0.09
H -3.824 -3.617 0.837 0.33 0.00 -0.01
H -2.195 -4.178 1.259 -0.20 0.21 -0.17
H -2.629 -2.458 1.408 -0.02 -0.05 -0.06
C -0.107 -2.444 3.960 0.17 -0.43 0.10
C -1.056 -1.275 3.903 -0.22 0.53 -0.03
O -0.470 0.032 3.397 0.61 -0.13 -2.43
P 0.699 0.259 2.239 3.24 0.90 9.72
O 1.947 -0.518 3.005 -2.15 0.60 -3.32
C 2.498 -0.212 4.357 1.01 0.57 0.27
C 1.542 0.148 5.458 -0.34 0.08 0.38
O 1.212 1.791 2.587 -1.07 -1.89 -1.72
C 0.562 3.080 2.351 -0.25 0.48 -0.10
C -0.251 3.460 3.565 -0.17 -0.01 0.15
H -0.188 -3.039 3.044 0.22 0.06 0.01
H -0.417 -3.109 4.779 0.07 0.20 -0.22
H 0.941 -2.170 4.120 -0.50 -0.20 0.04
H -1.879 -1.481 3.214 -0.02 0.03 0.30
H -1.484 -1.019 4.892 0.44 0.16 -0.64
H 3.064 -1.123 4.603 -0.24 0.28 -0.26
H 3.218 0.610 4.208 -0.30 -0.40 -0.12
H 0.864 0.973 5.208 0.30 -0.21 0.11
H 0.967 -0.706 5.826 0.01 0.15 -0.12
H 2.166 0.472 6.302 -0.10 -0.04 -0.20
H 1.366 3.801 2.123 -0.24 -0.46 0.25
H -0.079 3.026 1.454 0.20 -0.10 0.13
H -1.091 2.775 3.712 0.16 0.00 0.00
H 0.376 3.434 4.458 -0.05 0.07 -0.07
H -0.675 4.464 3.473 0.20 -0.04 -0.09
```
Forces are in eV/Å.

The calculation puts the max |F| at 10.28 eV Å⁻¹. As for the lowest unoccupied orbital energy (alpha / beta): -15.1841 / -15.1833 eV. The HOMO energy (alpha / beta) is -19.59 / -19.59 eV. Its charge is +4.

---

Please write out number 4 again, unchanged.
Formula: C2HO2S2
Source: the Open Molecules 2025 dataset
Level of theory: ωB97M-V/def2-TZVPD

The geometry in XYZ format:
```
7
Properties=species:S:1:pos:R:3:forces:R:3
C -0.681 -1.605 0.044 -0.26 -1.13 -1.63
C 0.492 -0.506 0.052 -1.58 1.52 -0.04
O -1.352 -1.609 1.085 0.35 0.53 0.26
O -0.819 -2.337 -0.982 0.71 1.40 1.19
S 1.957 -0.900 0.959 0.43 0.05 0.33
S 1.900 -0.401 -1.053 0.25 -0.48 -0.37
H 0.166 0.588 0.186 0.08 -1.88 0.26
```
Forces are in eV/Å.

The SMILES is O=C([O-])C1SS1. The calculation puts the max |F| at 2.19 eV Å⁻¹. As for the lowest unoccupied orbital energy: 3.2621 eV. The HOMO energy is -4.36 eV. Its charge is -1.

---

Question: Which value of max |F| does entry 2 give?
Answer: 4.00 eV Å⁻¹